(1)
ORCA calculation (ωB97M-V with the def2-TZVPD basis set) on a cluster of 2 separate species, C11H10NO3 in total.

The geometry in XYZ format:
```
25
Properties=species:S:1:pos:R:3:forces:R:3:nbo_charge:R:1
C -0.558 -2.536 2.028 -0.135 -0.418 0.204 -0.389
C -0.221 -2.938 0.736 -0.104 -0.207 0.310 -0.195
C -0.497 -1.175 2.323 -0.036 0.038 0.154 -0.211
C 0.182 -2.034 -0.209 0.201 -0.148 -0.430 -0.342
C -0.100 -0.253 1.392 -0.067 0.288 0.201 -0.317
C 0.280 -0.636 0.070 0.090 0.431 -0.382 -0.005
C 1.407 1.960 -2.200 -0.095 -0.594 0.461 -0.035
C 0.939 1.652 -0.969 0.406 0.336 -0.591 -0.100
C -3.173 0.429 -0.158 -0.011 -0.056 0.024 1.042
C 0.738 0.242 -0.901 -0.193 -0.064 -0.131 -0.068
C 0.705 2.677 0.093 0.052 -0.069 -0.120 -0.621
N 1.141 -0.298 -2.207 -0.178 -0.414 0.015 -0.334
O -2.922 1.418 0.375 0.281 0.796 0.401 -0.528
O -3.493 -0.539 -0.692 -0.134 -0.757 -0.410 -0.515
O 1.524 0.832 -3.024 -0.047 0.187 0.141 -0.413
H -0.860 -3.255 2.779 -0.024 -0.024 -0.006 0.183
H -0.282 -3.990 0.471 0.013 0.028 -0.014 0.184
H -0.769 -0.836 3.319 0.002 0.035 -0.007 0.183
H 0.416 -2.372 -1.209 -0.008 -0.048 -0.067 0.197
H -0.078 0.792 1.665 0.014 0.061 0.063 0.188
H 1.678 2.889 -2.662 0.008 0.196 -0.035 0.175
H 1.352 2.499 0.952 -0.039 0.019 0.109 0.205
H -0.330 2.656 0.429 -0.078 0.029 0.106 0.214
H 0.921 3.670 -0.304 -0.003 0.047 0.033 0.198
H 2.000 -0.855 -2.096 0.087 0.307 -0.030 0.304
```
Forces are in eV/Å.

Output
gap between HOMO and LUMO = 4.23 eV
highest occupied orbital energy = -1.00 eV
energy above the lowest of the compared OMol25 structures with the same formula, charge and spin = 3.3222 eV
total charge = -1
E = -19200.4275 eV

=====

(2)
ORCA calculation (ωB97M-V with the def2-TZVPD basis set) on a structure of composition C11H10O2S in a non-equilibrium geometry.

The geometry in XYZ format:
```
24
Properties=species:S:1:pos:R:3:forces:R:3:nbo_charge:R:1
C -1.176 -2.770 1.811 0.163 -0.804 2.872 -0.191
C -0.665 -3.066 0.573 -0.719 -0.231 -2.683 -0.231
C -1.096 -1.422 2.324 -0.399 -2.210 -4.036 -0.185
C -0.307 -2.036 -0.309 0.319 0.189 -0.220 -0.160
C -0.852 -0.425 1.365 1.043 -0.800 2.160 -0.209
C -0.382 -0.705 0.083 -0.581 0.052 -1.532 -0.093
C 1.890 0.432 -0.295 -2.568 2.311 0.927 -0.478
C 1.693 1.727 0.532 1.413 -3.044 -3.713 0.729
C 0.002 0.292 -0.975 1.044 0.452 4.141 -0.071
C -0.387 1.764 -0.807 4.327 -1.786 0.188 0.075
C 0.039 2.553 -2.037 -0.077 0.005 0.295 -0.639
O 2.617 2.269 1.049 0.224 0.546 1.337 -0.552
O 0.517 2.225 0.315 -3.054 1.976 0.226 -0.518
S 3.121 -0.411 -0.781 0.671 -0.888 -0.576 0.293
H -1.515 -3.645 2.515 0.667 1.862 -1.437 0.221
H -0.748 -4.027 0.013 0.181 0.341 1.372 0.225
H -1.319 -1.257 3.329 -0.358 0.615 1.305 0.218
H 0.048 -2.190 -1.353 -0.316 -0.445 0.987 0.210
H -0.718 0.502 1.851 -0.195 1.523 -0.293 0.222
H 0.106 -0.064 -1.944 0.059 -0.689 -1.620 0.217
H -1.333 1.942 -0.382 -1.318 0.105 0.069 0.222
H -0.480 2.290 -2.981 0.154 0.056 0.720 0.226
H 1.138 2.470 -2.168 -0.711 -0.091 0.045 0.237
H -0.193 3.552 -1.728 0.032 0.955 -0.535 0.230
```
Forces are in eV/Å.

Output
gap between HOMO and LUMO (spin up / spin down) = 7.51 / 6.68 eV
highest occupied orbital energy (spin up / spin down) = -6.87 / -9.33 eV
2S+1 = 3
energy above the lowest of the compared OMol25 structures with the same formula, charge and spin = 0.0000 eV
expectation value of S² = 2.026
E = -26494.7809 eV

=====

(3)
ORCA calculation (ωB97M-V with the def2-TZVPD basis set) on a structure of composition C11H10O3S in a non-equilibrium geometry.

The geometry in XYZ format:
```
25
Properties=species:S:1:pos:R:3:forces:R:3:nbo_charge:R:1
C 1.961 2.525 0.486 0.000 0.119 -0.494 -0.314
C -3.764 -0.538 0.032 -0.089 0.707 0.151 -0.310
C 1.283 1.417 1.051 -0.311 -0.336 -0.527 -0.264
C -2.550 -1.252 -0.090 0.721 0.388 0.037 -0.310
C 1.758 2.446 -0.855 0.366 0.420 0.521 0.091
C -3.418 0.766 0.222 -0.723 -0.566 -0.052 0.090
C 0.713 0.750 0.005 0.194 0.054 0.960 0.221
C -1.550 -0.321 0.034 -0.511 -0.809 -0.213 0.241
C 0.490 -1.679 1.428 0.040 2.808 -2.147 0.469
C 2.211 -1.520 -1.243 -0.332 0.047 0.194 -0.748
C -0.104 -0.464 -0.011 1.500 -2.368 2.063 -0.287
O 1.598 -1.630 1.838 -0.544 -0.210 0.229 -0.521
O 1.006 1.375 -1.160 -0.270 -0.244 -0.344 -0.403
O -2.081 0.908 0.228 0.397 0.099 0.004 -0.391
S 0.422 -1.785 -1.173 -0.268 0.303 -0.497 0.250
H 2.524 3.269 1.010 0.145 0.215 0.052 0.230
H -4.755 -0.939 -0.020 -0.244 -0.014 0.000 0.230
H 1.225 1.154 2.087 -0.029 -0.151 0.183 0.235
H -2.426 -2.300 -0.267 0.075 -0.236 -0.078 0.232
H 2.085 3.053 -1.674 0.014 0.068 -0.170 0.204
H -4.007 1.654 0.350 0.050 0.133 0.035 0.205
H -0.281 -2.438 1.531 -0.363 -0.379 0.138 0.147
H 2.420 -0.565 -1.712 0.080 0.022 -0.006 0.230
H 2.610 -2.324 -1.854 -0.009 -0.072 -0.009 0.235
H 2.631 -1.562 -0.241 0.111 0.000 -0.032 0.237
```
Forces are in eV/Å.

Output
gap between HOMO and LUMO = 8.61 eV
highest occupied orbital energy = -7.86 eV
energy above the lowest of the compared OMol25 structures with the same formula, charge and spin = 0.8189 eV
E = -28543.8942 eV